No. 1
Density functional theory data (wB97M-V/def2-TZVPD) for a molecular structure, C4H6AgLiO2.

Structure (XYZ):
```
14
Properties=species:S:1:pos:R:3:forces:R:3:lowdin_charge:R:1
O -1.03331 -1.36680 1.23479 -0.511 0.538 0.353 -0.4686
Ag 0.40380 -1.57906 -0.39657 0.222 0.248 -0.760 0.1821
C -1.58448 -0.15185 1.54686 0.903 -0.418 0.195 -0.5122
C -1.77855 0.79804 0.34371 -1.443 0.616 1.877 -0.1380
H -2.59894 -0.24589 2.01383 0.163 -0.014 -0.297 0.0939
H -2.44700 0.22219 -0.32413 0.971 0.354 -0.498 0.1116
H -2.38985 1.65981 0.66458 0.421 -0.036 -0.123 0.0948
H -0.98284 0.41643 2.30444 -0.104 -0.097 -0.120 0.0892
C -0.12623 1.45808 -0.06464 -1.229 0.504 -3.095 -0.1564
C -0.78819 1.31088 -1.31924 0.269 -1.410 -0.801 -0.4068
O -1.40268 1.39069 -2.41251 2.012 0.186 2.920 -0.0934
Li 0.79699 0.14889 -2.82787 -0.183 -0.546 0.384 0.0805
H 0.54779 0.89087 0.58821 -0.745 -1.696 -0.743 0.0543
H 0.52196 2.34660 -0.12453 -0.745 1.771 0.708 0.0690
```
Forces are in eV/Å.

Values from the calculation:
Total charge: -1
Spin multiplicity: 2
LUMO level (spin up / spin down), eV: 2.69 / 2.71
DFT total energy, eV: -12537.7949

---

No. 2
Density functional theory data (wB97M-V/def2-TZVPD) for a single C18H20F2N6O3S molecule.

Structure (XYZ):
```
50
Properties=species:S:1:pos:R:3:forces:R:3:lowdin_charge:R:1
C 6.73351 0.56443 2.70879 0.880 -0.183 0.883 -0.1204
C 6.39758 1.99895 3.03921 -1.339 0.151 0.605 -0.2838
C 5.69394 2.69744 1.85688 0.059 -0.343 1.023 -0.2275
S 3.91473 2.32515 1.71442 -3.648 1.105 -0.938 0.7133
O 3.15795 2.48938 2.96091 2.094 -0.640 -1.086 -0.3027
O 3.34448 3.07304 0.57913 1.776 -0.714 1.264 -0.3316
N 3.74945 0.69093 1.20013 1.187 1.115 0.530 -0.0548
C 2.75595 -0.14011 1.74489 -0.443 0.055 -0.657 -0.2442
C 2.75608 -0.53792 3.06117 -0.409 -1.173 0.671 -0.0008
C 1.84843 -1.52813 3.49745 0.943 0.715 0.619 0.0088
C 0.92026 -2.05922 2.64944 -0.483 0.513 -0.666 -0.2065
F 0.07530 -2.97435 3.17457 0.186 0.393 -0.743 0.0871
C 0.79297 -1.57693 1.31781 1.181 1.119 0.791 0.0079
C -0.22921 -2.08833 0.39542 -0.510 -0.640 -1.079 -0.4092
O -0.28355 -3.28941 0.22117 -0.391 0.172 -0.077 0.1026
N -1.00416 -1.15689 -0.28460 0.353 -1.053 0.450 0.1406
C -1.98593 -1.49677 -1.25534 -1.241 0.511 -0.692 -0.1877
C -1.92925 -2.67150 -2.03763 0.361 -0.959 -1.168 -0.0476
N -2.78315 -2.99462 -3.04001 1.225 -0.151 1.072 0.1389
C -3.76641 -2.14158 -3.26932 0.189 -0.689 0.274 -0.3367
N -4.73644 -2.21196 -4.20403 0.254 -0.975 -0.603 0.0383
N -5.57399 -1.12965 -4.14194 -0.150 -0.089 0.391 0.0990
C -5.15008 -0.38004 -3.14437 -0.584 0.729 -0.831 -0.2440
N -5.76457 0.86720 -2.91088 0.175 -0.159 0.048 -0.1793
C -6.75127 1.44457 -3.85857 0.765 0.161 1.004 -0.0579
C -5.64002 1.43796 -1.58069 0.186 -0.555 0.421 -0.0854
C -3.96179 -0.99758 -2.54113 -0.675 2.784 1.214 -0.0873
C -3.05882 -0.62264 -1.53080 0.899 -0.524 0.398 0.0645
C 1.75801 -0.63414 0.88254 -0.334 -0.927 0.994 -0.1243
F 1.81312 -0.27573 -0.42357 -0.194 -0.029 0.559 0.0895
H 7.40641 0.52865 1.85543 0.032 -0.127 -0.162 0.0777
H 5.88134 -0.07826 2.51922 -0.142 0.056 -0.013 0.0536
H 7.28869 0.18640 3.58125 -0.156 -0.298 -0.385 0.0826
H 7.30888 2.54473 3.30492 -0.127 0.032 -0.274 0.1108
H 5.75528 2.04246 3.96945 0.497 0.067 -1.026 0.1240
H 6.19468 2.42689 0.93404 -0.293 -0.124 -0.361 0.1026
H 5.77554 3.77626 1.96850 -0.538 0.127 -0.101 0.1050
H 3.74479 0.73280 0.19128 -0.136 -0.066 -0.143 0.1056
H 3.49972 -0.17453 3.77051 -0.196 0.044 -0.356 0.1220
H 1.88440 -1.88685 4.53267 -0.045 0.183 -0.487 0.1314
H -0.94644 -0.21226 0.05482 -0.129 0.138 -0.179 0.1469
H -1.08614 -3.37889 -1.91556 -0.797 0.565 0.065 0.1182
H -4.94064 -3.06515 -4.73810 -0.071 1.087 0.292 0.1656
H -7.02157 2.48401 -3.53692 0.367 -0.995 -0.108 0.0914
H -6.30274 1.51210 -4.84593 -0.107 -0.163 -0.148 0.0752
H -7.64471 0.83518 -3.87341 -0.349 -0.109 -0.275 0.0707
H -4.65848 1.89633 -1.46460 0.060 0.284 0.164 0.0695
H -6.40526 2.18428 -1.33249 0.134 -0.215 -0.477 0.0843
H -5.72187 0.65336 -0.80461 -0.003 0.232 -0.263 0.0923
H -3.10501 0.31092 -0.95151 -0.313 -0.434 -0.436 0.1120
```
Forces are in eV/Å.

Values from the calculation:
Spin multiplicity: 1
LUMO level, eV: 0.27
DFT total energy, eV: -50342.4341
Structure (SMILES): CCCS(=O)(=O)Nc1ccc(F)c(C(=O)Nc2cnc3[nH]nc(N(C)C)c3c2)c1F

---

No. 3
Density functional theory data (wB97M-V/def2-TZVPD) for a molecular structure, C16H31AuI2OSSi2.

Structure (XYZ):
```
54
Properties=species:S:1:pos:R:3:forces:R:3:lowdin_charge:R:1
Au -0.14670 -0.24600 -0.27640 0.288 0.473 0.430 0.6300
I -0.91950 2.32330 -1.68020 0.568 -0.770 0.144 0.9615
C 1.19420 2.64410 -1.93660 -0.020 -0.019 0.005 -1.0368
I 2.39680 1.33300 -0.73850 -0.471 0.095 -0.211 0.9441
H 1.41150 3.66050 -1.62080 -0.085 -0.046 0.025 -0.0173
H 1.44060 2.49620 -2.98500 -0.070 -0.081 0.139 -0.0130
C -4.00030 -3.35280 -0.77310 0.565 0.256 0.108 -0.1330
Si -2.95060 -2.00930 0.07540 -0.319 1.453 -0.067 0.5254
C -2.75020 -2.17130 1.94980 0.048 -0.073 -0.744 -0.1514
C -3.58130 -0.24890 -0.40010 0.002 -1.049 0.420 -0.1926
C -1.27320 -1.97540 -0.89730 -1.170 -1.611 0.765 -0.2881
Si -0.15210 -3.54350 -0.76800 1.743 0.499 -0.133 0.5228
C 1.42210 -2.90140 -1.67850 -0.821 -0.659 0.517 -0.1759
C -0.98110 -4.93530 -1.76130 -0.207 0.643 0.251 -0.1274
C 0.26510 -3.99670 1.02100 -0.380 0.176 -0.622 -0.1475
H -5.05040 -3.14830 -0.57990 -0.119 0.195 0.130 0.0517
H -3.78310 -4.34390 -0.38860 0.098 -0.114 0.120 0.0348
H -3.86380 -3.37130 -1.85030 0.026 0.052 -0.152 0.0435
H -3.67770 -1.93300 2.46420 -0.206 0.068 -0.082 0.0486
H -1.98800 -1.48320 2.30500 0.102 0.103 0.016 -0.0002
H -2.47070 -3.17490 2.25030 0.045 -0.210 0.025 0.0255
H -4.62840 -0.19000 -0.12260 -0.230 0.224 0.052 0.0400
H -3.49870 -0.06410 -1.46590 -0.011 -0.064 -0.247 0.0232
H -3.03890 0.52100 0.13640 0.059 0.213 0.239 -0.0074
H -1.47630 -1.78090 -1.94890 0.058 0.424 -0.222 0.0448
H 1.18080 -2.46840 -2.64130 -0.091 0.090 -0.255 0.0339
H 2.07300 -3.75150 -1.84880 0.314 -0.116 -0.046 0.0404
H 1.96660 -2.17200 -1.08920 0.219 0.161 0.180 -0.0093
H -1.37770 -4.58460 -2.70850 -0.042 0.082 -0.168 0.0458
H -1.78820 -5.40800 -1.21230 -0.121 -0.002 0.150 0.0329
H -0.24420 -5.70320 -1.98020 0.337 0.020 0.073 0.0540
H 0.71950 -3.16700 1.55400 0.047 0.196 -0.035 0.0007
H 0.96750 -4.82430 1.05480 0.138 -0.154 -0.145 0.0494
H -0.61380 -4.30580 1.57570 -0.196 -0.086 0.097 0.0264
C 5.61290 -3.01670 2.49000 0.384 -0.072 0.154 -0.0299
C 4.42870 -2.14100 2.66310 -0.383 0.496 -0.054 -0.2439
C 3.21210 -2.61570 3.16070 0.206 0.200 -0.200 -0.0097
C 2.11560 -1.77900 3.25760 -0.092 0.249 0.188 -0.0873
C 2.24200 -0.43660 2.92520 -0.307 0.582 -0.061 -0.3966
C 3.45760 0.06940 2.47230 -0.181 0.069 0.181 -0.1399
C 4.53360 -0.78250 2.33420 -0.088 -0.395 0.038 -0.0207
S 0.81440 0.68120 2.90330 1.229 -0.715 1.019 0.9658
C 0.11160 0.39350 4.55670 0.053 0.224 -0.484 -0.1873
O -0.17780 -0.06970 2.02640 -1.172 -0.671 -1.315 -0.6658
H 5.37140 -4.06820 2.60200 -0.002 -0.099 -0.053 0.0866
H 6.35590 -2.75770 3.24560 0.083 -0.089 0.038 0.1033
H 6.08320 -2.84040 1.52300 -0.022 -0.115 -0.033 0.0939
H 3.12750 -3.64510 3.47170 -0.032 -0.163 -0.038 0.1266
H 1.17240 -2.16490 3.60980 -0.142 -0.088 0.076 0.1087
H 3.57040 1.12460 2.26950 -0.021 0.128 -0.064 0.0884
H 5.47560 -0.40370 1.97120 0.157 0.086 -0.030 0.1274
H -0.12130 -0.65750 4.68500 0.060 -0.138 -0.099 0.0594
H -0.79670 0.98610 4.62800 -0.023 0.069 -0.075 0.0663
H 0.82630 0.72740 5.29980 0.194 0.075 0.054 0.0751
```
Forces are in eV/Å.

Values from the calculation:
Total charge: +2
Spin multiplicity: 1
LUMO level (spin up / spin down), eV: -9.97 / -9.97
DFT total energy, eV: -65609.7204

---

No. 4
Density functional theory data (wB97M-V/def2-TZVPD) for 2 unconnected molecules or ions with the total composition C3H10S.

Structure (XYZ):
```
14
Properties=species:S:1:pos:R:3:forces:R:3:lowdin_charge:R:1
C -0.96627 0.96834 0.16943 0.040 -0.643 0.014 -0.4276
S -0.65765 -0.42608 -0.94713 0.056 0.266 -0.249 0.7051
C -2.34119 -1.07094 -1.05166 0.339 -0.677 0.165 -0.4365
H -1.81271 1.50688 -0.24316 0.187 0.507 0.054 0.0244
H -1.20532 0.65595 1.18561 -0.037 -0.167 -0.023 0.0359
H -0.03447 1.52666 0.21200 -0.195 0.325 -0.146 0.0180
H -3.08791 -0.28345 -1.00738 -0.004 0.028 0.207 0.0317
H -2.40525 -1.79944 -0.24471 -0.647 0.207 0.127 0.0242
H -2.50143 -1.63135 -1.97177 0.267 0.154 -0.141 0.0282
C 2.96048 0.10262 0.78329 1.278 0.194 -0.146 -0.0449
H 2.44481 0.30676 1.70750 -0.239 0.044 0.180 0.0133
H 3.82718 0.76322 0.68656 -0.236 0.295 0.156 0.0175
H 3.43279 -0.87751 0.81291 -0.519 -0.271 -0.099 0.0186
H 2.34694 0.25832 -0.09149 -0.291 -0.261 -0.099 -0.0080
```
Forces are in eV/Å.

Values from the calculation:
Spin multiplicity: 1
LUMO level, eV: 1.10
DFT total energy, eV: -14108.0522
Structure (SMILES): CSC.C

---

Calculated ΔE to the lowest compared entry with this formula, charge and spin (kcal/mol), listed in the same order as above: 63.7, 0.0, 23.7, 6.6
Calculated M (g mol⁻¹), listed in the same order as above: 200.9, 438.5, 778.4, 78.2
Calculated max |F| (eV/A), listed in the same order as above: 3.551, 3.925, 2.133, 1.301